Entry from OMol25: a cluster of 4 separate species, C40H64F4N3O9PS2 in total (ωB97M-V with the def2-TZVPD basis set).

The geometry in ORCA input format:
```
! wB97M-V def2-TZVPD RIJCOSX def2/J DEFGRID3
* xyz 0 1
S 2.64 2.82 -2.48
S 6.85 -1.72 -0.98
P 6.07 -0.07 1.36
F -2.57 6.10 -1.64
F -4.62 -1.28 1.34
F -8.43 0.33 3.89
F 2.10 -1.58 -4.67
O 6.01 1.29 0.51
O 6.46 -2.72 -1.95
O -2.29 -4.33 -0.45
O 4.21 -1.01 -0.21
O 7.39 -0.36 1.94
O 4.92 0.06 2.50
O 7.27 -0.43 -1.45
O 5.53 -2.60 1.05
O 0.81 -2.77 -1.03
N 2.95 -3.56 -2.65
N 0.40 1.27 2.61
N 2.24 0.63 -0.66
C -7.69 2.73 6.48
C -6.64 -2.12 4.22
C 8.17 -2.45 -0.04
C -3.29 6.07 -3.87
C -5.77 -2.97 4.89
C 0.34 4.34 -2.33
C -4.12 -2.68 3.16
C 4.43 -3.33 1.59
C 0.05 -3.56 -0.14
C 0.83 2.89 -2.51
C 1.27 1.14 0.28
C 1.44 -0.36 -2.72
C -1.89 7.86 -3.04
C -8.19 2.67 3.74
C -2.59 6.68 -2.85
C -2.83 -3.02 -0.43
C -7.94 1.52 5.86
C 2.26 -3.45 2.86
C 3.47 -2.93 -1.47
C 3.44 -2.55 2.42
C -7.69 3.91 5.74
C 3.15 1.61 -1.16
C -4.51 -3.25 4.36
C 1.07 -1.47 -0.54
C -0.96 -4.41 -0.92
C -8.19 1.51 4.50
C -6.25 -1.54 3.01
C -0.22 -1.08 -4.50
C -5.00 -1.84 2.51
C -7.94 3.87 4.38
C -2.72 -2.26 -1.75
C 1.06 -1.44 -3.73
C 4.35 -0.93 -2.68
C -3.30 6.68 -5.12
C 3.53 -1.39 -1.46
C 1.52 0.85 1.78
C 5.42 -1.46 0.26
C 2.10 -0.68 -1.36
C -2.61 7.86 -5.33
C -1.91 8.45 -4.29
H -3.84 -3.91 4.89
H 0.36 2.26 -1.76
H 0.74 -4.23 0.40
H -0.88 -4.14 -1.98
H -0.41 0.00 -4.51
H 4.07 1.19 -1.55
H 4.49 -3.29 -1.29
H 2.05 0.37 -3.27
H -1.85 -1.59 -1.77
H -3.81 5.14 -3.69
H -0.12 -1.45 -5.52
H 2.39 1.46 2.07
H -3.61 -1.63 -1.86
H 2.88 -3.25 -0.61
H -7.50 4.85 6.23
H 3.93 -2.11 3.28
H -0.75 4.39 -2.28
H 0.92 -2.43 -3.29
H -7.94 4.79 3.80
H 2.02 -3.91 -2.58
H 3.46 2.22 -0.31
H 1.29 2.24 0.22
H 8.72 -1.69 0.49
H 3.16 -3.13 -3.54
H 0.48 2.53 -3.48
H -7.95 0.59 6.41
H 5.11 -0.20 -2.39
H 1.31 -2.95 2.66
H 2.26 -4.39 2.30
H 1.73 -0.20 1.97
H 5.61 2.02 0.97
H 4.88 -1.77 -3.13
H -7.61 -1.90 4.62
H 0.12 -0.93 -0.62
H 3.04 -1.72 1.82
H 1.32 -1.51 0.53
H -8.38 2.61 2.68
H -0.69 -5.46 -0.84
H -0.49 1.14 2.16
H -2.70 -2.93 -2.60
H 3.76 -0.47 -3.46
H 3.95 -3.93 0.81
H -3.15 -2.89 2.73
H -2.40 -2.42 0.38
H -6.07 -3.42 5.83
H -6.90 -0.87 2.47
H 0.23 0.90 0.06
H 0.80 4.79 -1.44
H 7.80 -3.25 0.59
H -1.37 9.37 -4.45
H 4.91 -4.07 2.25
H -3.89 -3.14 -0.17
H -2.62 8.33 -6.31
H -0.44 -2.94 0.62
H 0.69 4.93 -3.18
H -7.50 2.76 7.54
H 2.28 -3.65 3.93
H 0.49 2.22 2.94
H -3.85 6.22 -5.93
H -1.36 8.30 -2.21
H 4.99 0.92 2.91
H 8.78 -2.88 -0.84
H 0.53 0.19 -2.47
H -1.07 -1.61 -4.06
*
```

Summary:
**SMILES string**: CCCO[C@@](O[C@@](C)(CN)[C@](COCCOCC)(C[C@@H](C)F)N(CCN)CSCC)(P(=O)(O)O)S(C)(=O)=O.Fc1ccccc1.Fc1ccccc1.Fc1ccccc1
**E_HOMO**: -8.28 eV
**DFT total energy**: -3941.1195 a.u.
**Strongest force on any atom**: 1.0 eV/A

Here are the Mulliken charges for atoms 1 to 8, given in e: S -0.397; S 1.493; P 0.744; F -0.354; F -0.288; F -0.305; F -0.488; O -0.588

Entry from OMol25: a structure of composition C18H33BCrF7NO12Ti (ωB97M-V with the def2-TZVPD basis set).

The geometry in ORCA input format:
```
! wB97M-V def2-TZVPD RIJCOSX def2/J DEFGRID3
* xyz 1 8
Cr -0.27 -10.50 -13.05
Ti -2.01 -10.61 -16.73
F -3.66 -9.39 -15.54
F -9.50 -3.79 -14.39
F -4.68 -10.20 -13.60
F -3.55 -11.58 -15.06
F -10.04 -3.52 -16.47
F -11.47 -4.35 -15.08
F -2.42 -10.03 -13.81
O 0.52 -6.63 -11.72
O -8.51 -6.02 -15.27
O -3.78 -11.17 -18.17
O -0.45 -8.47 -12.59
O -1.72 -10.98 -11.36
O -4.97 -12.13 -19.83
O -2.97 -12.70 -10.57
O -10.47 -6.54 -16.23
O -2.55 -11.08 -9.26
O -1.24 -6.39 -12.93
O -6.03 -11.37 -18.17
O -0.30 -10.08 -15.30
N -6.98 -14.41 -11.74
C 1.79 -11.36 -15.74
C -7.94 -7.29 -15.63
C -10.19 -4.31 -15.41
C -3.11 -13.25 -11.88
C -6.68 -13.77 -12.65
C 0.88 -10.16 -16.03
C -2.39 -6.86 -13.65
C -9.72 -5.75 -15.75
C -3.81 -12.51 -20.56
C -6.20 -10.69 -16.94
C 1.42 -7.41 -10.93
C -1.88 -9.85 -8.98
C -2.35 -11.53 -10.48
C -6.34 -12.97 -13.83
C 1.69 -8.88 -15.83
C -0.39 -7.26 -12.43
C -4.84 -11.56 -18.65
C -6.47 -7.19 -15.26
B -3.61 -10.27 -14.44
H -8.03 -7.43 -16.71
H -2.21 -13.05 -12.46
H 0.77 -10.16 -17.15
H 2.68 -8.90 -16.30
H -5.92 -8.10 -15.46
H 0.94 -8.16 -10.31
H -2.17 -9.48 -7.99
H -2.99 -11.80 -20.43
H -6.06 -6.42 -15.92
H -3.21 -14.33 -11.85
H -4.10 -12.40 -21.60
H -3.17 -7.07 -12.91
H -2.06 -9.04 -9.68
H 2.49 -11.51 -16.57
H -2.17 -7.65 -14.35
H -5.99 -11.30 -16.07
H -3.97 -12.85 -12.40
H -5.25 -13.00 -13.89
H -6.38 -6.73 -14.28
H 1.91 -6.69 -10.27
H -5.44 -9.90 -16.88
H -2.75 -5.99 -14.19
H -8.51 -8.02 -15.07
H -3.44 -13.50 -20.32
H -6.57 -11.92 -13.71
H -6.85 -13.47 -14.65
H -7.19 -10.26 -16.83
H 2.20 -7.79 -11.58
H 2.35 -11.21 -14.82
H 1.18 -7.98 -16.19
H -0.81 -10.04 -8.91
H 1.22 -12.29 -15.74
H 1.77 -8.69 -14.75
*
```

Summary:
**E_HOMO (spin up / spin down)**: -9.05 / -12.88 eV
**DFT total energy**: -4281.1488 a.u.
**<S²>**: 15.7545
**Strongest force on any atom**: 2.6 eV/A

Here are the Mulliken charges for atoms 1 to 8, given in e: Cr 0.168; Ti 0.906; F -0.579; F -0.239; F -0.309; F -0.600; F -0.254; F -0.228

Entry from OMol25: a structure of composition C3H10N4S2 (ωB97M-V with the def2-TZVPD basis set).

The geometry in ORCA input format:
```
! wB97M-V def2-TZVPD RIJCOSX def2/J DEFGRID3
* xyz 2 1
S 3.25 -0.14 -0.03
S 1.93 -1.45 0.61
N -1.18 -2.06 0.15
N 0.48 1.74 1.36
N -0.26 0.62 0.96
N -0.72 -1.00 -0.68
C 0.90 0.80 -1.16
C 2.35 0.92 -0.90
C 0.11 -0.01 -0.16
H 0.77 0.38 -2.17
H -1.57 -2.82 -0.43
H -1.94 -1.75 0.78
H 0.48 1.81 -1.19
H -0.11 2.57 1.38
H -0.39 -2.46 0.73
H 0.88 1.62 2.28
H -0.42 -1.33 -1.60
H -0.91 0.20 1.62
H 2.89 1.74 -1.35
*
```

Summary:
**ΔE to the lowest compared entry with this formula, charge and spin**: 0.8742 eV
**E_HOMO (spin up / spin down)**: -16.77 / -16.77 eV
**DFT total energy**: -1134.9665 a.u.
**Strongest force on any atom**: 1.5 eV/A

Here are the Mulliken charges for atoms 1 to 8, given in e: S 0.198; S -0.077; N -0.193; N -0.549; N -0.025; N -0.215; C -0.568; C -0.051

Entry from OMol25: the molecule C15H17N3O2S2 (ωB97M-V with the def2-TZVPD basis set).

The geometry in ORCA input format:
```
! wB97M-V def2-TZVPD RIJCOSX def2/J DEFGRID3
* xyz 0 1
S -0.20 1.07 -0.75
S 6.79 0.61 0.32
O 6.88 1.80 1.10
O 7.61 -0.52 0.66
N 1.15 -1.17 -0.17
N 7.11 1.01 -1.29
N -1.10 -1.38 -0.44
C -3.05 -0.44 0.77
C -4.43 0.13 0.55
C 2.45 -0.68 -0.06
C 4.80 -1.23 -0.02
C 5.09 0.10 0.20
C -5.56 -0.64 0.77
C -4.57 1.42 0.07
C -0.03 -0.54 -0.42
C 4.09 1.04 0.30
C 3.49 -1.62 -0.15
C -6.95 1.18 0.07
C -5.82 1.95 -0.16
C 2.77 0.66 0.17
C -2.46 -0.91 -0.57
C -6.82 -0.11 0.53
H 4.35 2.07 0.50
H -3.69 2.02 -0.10
H 5.61 -1.94 -0.08
H -3.10 -1.29 1.46
H -2.40 0.32 1.18
H -5.92 2.96 -0.53
H -7.70 -0.71 0.71
H -0.98 -2.31 -0.06
H -7.94 1.60 -0.12
H -2.45 -0.07 -1.27
H 7.87 0.46 -1.66
H 7.29 1.99 -1.40
H 1.98 1.39 0.26
H 1.11 -2.18 -0.17
H -5.47 -1.65 1.14
H -3.06 -1.71 -1.00
H 3.25 -2.67 -0.31
*
```

Summary:
**SMILES string**: NS(=O)(=O)c1ccc(NC(=S)NCCc2ccccc2)cc1
**ΔE to the lowest compared entry with this formula, charge and spin**: 1.3472 eV
**E_HOMO**: -8.53 eV
**DFT total energy**: -1692.9320 a.u.
**Strongest force on any atom**: 0.9 eV/A

Here are the Mulliken charges for atoms 1 to 8, given in e: S -0.428; S 1.242; O -0.659; O -0.669; N -0.142; N -0.521; N -0.226; C -0.695

Entry from OMol25: a structure of composition C40H63Cl9CoF24O13 (ωB97M-V with the def2-TZVPD basis set).

The geometry in ORCA input format:
```
! wB97M-V def2-TZVPD RIJCOSX def2/J DEFGRID3
* xyz 0 4
Co 3.74 -0.92 1.28
Cl 1.73 4.29 -2.47
Cl -2.26 -4.14 2.13
Cl -4.27 -3.26 0.14
Cl 2.22 -2.15 -5.69
Cl 0.01 1.69 -5.93
Cl -0.66 -2.53 -5.07
Cl -0.36 4.47 -7.03
Cl 0.51 -0.34 -0.60
Cl 4.31 3.35 -3.19
F -0.06 6.88 2.92
F 1.28 4.67 4.01
F -1.74 4.97 -1.05
F -4.64 -0.36 -4.33
F -0.03 3.26 3.04
F -7.11 -5.70 -3.93
F -2.91 7.96 2.81
F -2.81 -4.43 -3.82
F -6.65 -3.00 -4.36
F -2.55 0.08 -4.80
F -1.58 -5.64 -0.79
F -3.62 2.71 -1.21
F -2.35 -6.44 -3.37
F -1.13 4.51 -3.08
F -4.00 4.23 -2.61
F 0.70 5.51 1.52
F -5.15 -4.17 -5.20
F -6.76 -4.63 -2.09
F -5.67 7.58 3.63
F -0.57 -4.52 -2.34
F -2.88 -1.72 -2.55
F -4.36 6.50 5.01
F -4.08 6.80 1.40
F -3.80 -0.11 -1.49
O -3.99 -5.37 -2.20
O 2.33 -1.57 2.78
O -2.69 5.71 2.85
O 4.93 -0.68 -0.40
O 1.89 -0.66 -0.17
O 3.67 -3.03 0.85
O -0.07 -1.60 -1.02
O -4.57 0.00 2.69
O 3.70 1.16 1.44
O 0.56 0.63 -1.69
O -0.27 0.13 0.56
O 5.43 -1.08 2.51
O -2.77 2.41 -3.26
C 2.21 -0.69 3.88
C -3.57 6.82 2.66
C -1.13 3.02 -6.29
C 0.35 -2.00 3.83
C 6.02 -1.60 -0.71
C 2.59 3.25 -3.65
C -6.20 -5.06 -3.23
C -1.67 5.58 1.81
C 5.96 -1.82 -2.23
C 0.73 -0.54 4.04
C 5.00 1.82 1.54
C 0.07 4.51 3.45
C -3.05 3.34 -2.20
C 1.29 -2.53 2.81
C -3.16 -2.78 1.36
C -1.72 4.03 -1.94
C 3.54 -5.33 1.48
C -1.72 -4.72 -1.77
C 2.70 2.17 1.51
C -3.06 -0.42 -2.53
C 5.59 -0.46 -2.68
C -5.00 -5.98 -2.95
C 3.17 -3.78 -0.26
C -5.70 -3.86 -4.05
C -3.26 1.42 4.01
C 2.56 -4.97 0.44
C 4.83 0.20 -1.54
C -2.68 -5.28 -2.81
C -3.89 1.68 -3.77
C 3.34 3.55 1.43
C 6.63 -1.36 3.25
C 0.91 -1.92 -4.53
C -3.52 0.22 -3.91
C -5.18 -0.15 3.99
C 4.21 -3.99 1.77
C -0.23 5.67 2.45
C -3.19 0.41 2.87
C -4.47 0.90 4.83
C -4.72 6.65 3.73
C 4.74 3.18 0.99
H 2.85 4.12 0.64
H 6.90 -2.12 -2.68
H 1.58 -3.53 3.14
H 6.91 -0.53 3.90
H -5.18 5.68 3.52
H 7.46 -1.72 2.64
H 5.74 1.26 0.97
H 3.78 0.28 -1.83
H 0.78 -2.63 1.86
H -2.79 0.82 1.95
H -0.63 4.66 4.28
H 2.66 -1.20 4.72
H 6.49 0.12 -2.91
H -2.43 -2.07 0.97
H -4.75 1.72 -3.10
H 0.87 -0.84 -4.45
H 1.59 -4.66 0.83
H 5.27 -4.03 1.54
H -1.67 3.34 -5.41
H 6.94 -1.08 -0.43
H -1.85 2.60 -6.99
H 2.47 3.66 -4.66
H -5.04 -1.16 4.38
H 4.05 -3.67 2.80
H -0.69 -2.06 3.53
H 0.46 -2.58 4.75
H 2.41 -3.21 -0.80
H 4.28 -6.06 1.15
H 6.04 -2.51 -0.11
H 5.41 3.91 1.44
H 4.96 -0.50 -3.56
H -1.69 6.35 1.04
H -2.29 1.55 4.49
H -2.09 -3.83 -1.27
H -4.17 0.55 5.82
H 1.95 2.06 0.73
H -1.05 3.29 -1.49
H -4.11 2.07 -4.76
H -3.52 2.39 3.59
H 2.18 2.24 -3.56
H 0.41 -0.17 5.02
H -3.74 -2.29 2.14
H 3.90 -4.11 -1.00
H 3.30 4.07 2.38
H 1.23 -2.42 -3.62
H -5.36 -6.81 -2.34
H 5.24 -2.57 -2.55
H 4.95 3.28 -0.07
H -5.17 1.73 4.98
H -6.27 -0.10 3.92
H 3.00 -5.74 2.33
H 2.15 2.00 2.43
H -2.10 0.04 -2.30
H 5.38 1.85 2.56
H 6.39 -2.21 3.89
H -4.64 -6.43 -3.87
H 5.32 1.15 -1.31
H 0.29 0.05 3.23
H 2.35 -5.81 -0.22
H -4.93 -3.26 -3.58
H -1.83 4.58 1.43
H -2.57 -0.43 3.19
H 2.71 0.28 3.76
*
```

Summary:
**E_HOMO (spin up / spin down)**: -7.95 / -7.82 eV
**DFT total energy**: -10460.9795 a.u.
**<S²>**: 3.7551
**Strongest force on any atom**: 4.2 eV/A

Here are the Mulliken charges for atoms 1 to 8, given in e: Co 1.672; Cl -0.128; Cl -0.184; Cl -0.038; Cl -0.208; Cl -0.091; Cl -0.116; Cl -0.187

Entry from OMol25: a structure of composition C6H11NS (ωB97M-V with the def2-TZVPD basis set).

The geometry in ORCA input format:
```
! wB97M-V def2-TZVPD RIJCOSX def2/J DEFGRID3
* xyz 0 1
S 0.56 1.56 -1.61
N -0.02 -1.02 1.60
C 0.22 -1.88 0.53
C -1.93 1.60 0.95
C -0.19 -0.30 0.39
C -1.65 0.15 0.32
C 1.69 -2.18 0.02
C 0.71 0.44 -0.52
H 1.65 -3.52 0.20
H 1.95 -2.09 -1.32
H -3.10 1.70 0.82
H 2.36 -1.34 0.94
H -2.03 0.03 -0.74
H -1.24 2.21 -0.01
H -1.51 1.95 1.95
H -2.22 -0.69 0.82
H 1.91 0.20 -0.62
H -0.66 -2.62 0.11
H 0.89 -0.70 2.31
*
```

Summary:
**ΔE to the lowest compared entry with this formula, charge and spin**: 7.8370 eV
**E_HOMO**: -8.14 eV
**DFT total energy**: -687.8612 a.u.
**Strongest force on any atom**: 6.3 eV/A

Here are the Mulliken charges for atoms 1 to 8, given in e: S -0.289; N -0.522; C 0.150; C -0.669; C 0.870; C -0.949; C -0.877; C -0.555

Entry from OMol25: a cluster of 3 separate species, C16H39Br2NO6PS in total (ωB97M-V with the def2-TZVPD basis set).

The geometry in ORCA input format:
```
! wB97M-V def2-TZVPD RIJCOSX def2/J DEFGRID3
* xyz -1 1
Br -2.25 0.52 2.83
Br -2.39 3.81 2.65
S 0.78 -1.97 -3.98
P -0.43 0.15 0.19
O 1.76 -2.82 -3.41
O 0.51 -2.18 -5.36
O 1.25 -0.46 -3.86
O 1.59 3.98 3.29
O 3.57 1.61 2.64
O -2.36 -5.85 -2.00
N 0.76 1.31 -0.47
C -0.62 -2.23 -1.61
C -3.25 -6.87 -4.01
C 1.16 1.03 2.55
C 1.46 5.10 5.43
C 2.53 0.85 3.24
C -0.86 -6.11 -3.88
C -1.35 1.45 1.36
C 0.81 -0.18 1.66
C -1.67 0.56 -1.23
C -2.29 -5.85 -3.43
C -0.89 3.65 0.29
C 1.12 5.15 3.94
C 0.35 -1.35 -0.82
C -1.46 2.76 1.32
C 1.70 6.39 3.28
C -0.75 -1.98 -3.10
H -3.23 -6.86 -5.10
H -2.43 -0.21 -1.30
H -1.27 -2.83 -3.53
H 2.55 3.94 3.37
H -0.52 -7.09 -3.54
H -2.22 1.47 -1.02
H 0.70 1.43 -1.48
H -0.03 4.17 0.70
H -2.59 -4.85 -3.74
H 2.54 5.06 5.57
H -1.61 4.42 0.03
H -1.17 0.72 -2.19
H 2.79 6.39 3.36
H 2.77 -0.21 3.29
H 1.73 1.12 -0.24
H 3.58 1.41 1.69
H 0.81 -2.02 -0.11
H 1.32 7.31 3.75
H 1.45 6.41 2.22
H 0.03 5.15 3.82
H -0.29 -3.26 -1.53
H -0.18 -5.37 -3.46
H -1.37 -0.84 0.72
H 1.75 -0.54 1.27
H 1.07 5.97 5.96
H 0.35 -0.94 2.29
H 1.25 1.94 1.98
H 2.01 -0.44 -3.24
H 2.46 1.18 4.27
H -0.58 3.17 -0.62
H 0.46 1.16 3.36
H -1.61 -2.23 -1.17
H 1.16 -0.98 -1.42
H -1.33 -1.11 -3.36
H 1.03 4.20 5.88
H -4.27 -6.67 -3.68
H -2.10 -6.73 -1.70
H -0.78 -6.07 -4.97
H -2.99 -7.87 -3.67
*
```

Summary:
**ΔE to the lowest compared entry with this formula, charge and spin**: 0.0000 eV
**E_HOMO**: -4.48 eV
**DFT total energy**: -7026.7333 a.u.
**Strongest force on any atom**: 1.7 eV/A

Here are the Mulliken charges for atoms 1 to 8, given in e: Br -0.141; Br -0.259; S 1.210; P 1.605; O -0.627; O -0.704; O -0.468; O -0.288